[1]
Below is the molecule C5H13N5O5 at a distorted geometry, with properties calculated with ωB97M-V with the def2-TZVPD basis set.

ORCA input file:
```
! RIJCOSX wB97M-V def2-TZVPD def2/J DEFGRID3
* xyz 0 3
C -2.49 -1.20 -0.48
C -4.66 1.30 -0.42
C 1.54 -2.39 1.07
C 1.58 0.77 -1.97
C 3.55 0.99 1.52
N -1.36 -1.39 0.35
N -0.46 -0.49 0.16
N -2.75 0.10 -0.54
N 0.57 -0.27 0.80
N 1.63 0.57 0.17
O -3.10 -2.10 -0.98
O -3.71 0.79 -1.30
O 1.26 -1.18 1.67
O 0.98 1.32 -0.79
O 2.20 1.37 1.19
H -5.21 0.42 -0.06
H -5.25 2.20 -1.01
H -4.12 1.73 0.44
H 1.91 -2.32 0.03
H 0.61 -3.14 0.89
H 2.14 -2.85 1.89
H 1.34 1.37 -2.89
H 1.26 -0.28 -2.17
H 2.77 0.83 -1.92
H 3.68 0.13 2.06
H 3.72 1.91 2.03
H 4.28 1.10 0.64
H -1.92 0.71 -0.37
*
```

## Properties
total energy: -847.7515 Eh
strongest force on any atom: 0.121 hartree/bohr
gap between HOMO and LUMO (alpha / beta): 7.2113 / 6.2242 eV

[2]
Below is a cluster of 2 separate species, C5H13NO in total at a distorted geometry, with properties calculated with ωB97M-V with the def2-TZVPD basis set.

ORCA input file:
```
! RIJCOSX wB97M-V def2-TZVPD def2/J DEFGRID3
* xyz -1 2
C -4.23 -0.50 0.82
C -2.95 0.22 0.46
C -1.97 -0.29 -0.32
N -1.04 0.49 -0.98
C 0.51 0.64 -0.50
C 0.78 -0.30 0.58
H -4.92 -0.09 0.05
H -4.18 -1.59 0.75
H -4.77 -0.30 1.74
H -2.91 1.25 0.83
H -1.66 -1.34 -0.45
H -1.28 1.48 -1.08
H 0.72 1.63 -0.11
H 1.00 0.49 -1.44
H 0.62 -1.38 0.34
H 0.19 -0.17 1.50
H 1.75 -0.24 1.09
H 6.83 0.08 -1.10
H 6.73 0.57 0.23
O 7.04 -0.27 -0.22
*
```

## Properties
energy above the lowest of the compared OMol25 structures with the same formula, charge and spin: 2.6006 eV
total energy: -328.1773 Eh
strongest force on any atom: 0.069 hartree/bohr
gap between HOMO and LUMO (alpha / beta): 1.9428 / 8.5266 eV

[3]
Below is a cluster of 2 separate species, C5H13NO in total at a distorted geometry, with properties calculated with ωB97M-V with the def2-TZVPD basis set.

ORCA input file:
```
! RIJCOSX wB97M-V def2-TZVPD def2/J DEFGRID3
* xyz 0 1
C 2.41 -0.94 0.59
C 1.24 -0.09 0.23
C -0.04 -0.47 -0.09
C -0.35 -1.40 -1.21
N -1.09 0.29 0.51
C -1.95 -0.46 1.44
H 2.56 -1.04 1.66
H 2.45 -1.93 0.13
H 3.31 -0.42 0.22
H 1.42 0.99 0.19
H -0.04 -0.92 -2.15
H -1.42 -1.58 -1.32
H 0.24 -2.32 -1.32
H -0.52 0.90 1.09
H -2.54 -1.16 0.88
H -1.31 -0.89 2.20
H -2.79 0.20 1.66
O -0.14 2.72 -1.39
H -0.03 3.18 -0.55
H -0.41 1.83 -1.13
*
```

## Properties
energy above the lowest of the compared OMol25 structures with the same formula, charge and spin: 3.1381 eV
total energy: -328.2035 Eh
strongest force on any atom: 0.043 hartree/bohr
SMILES string: C/C=C(\C)NC.O
gap between HOMO and LUMO: 8.1861 eV

[4]
Below is a cluster of 2 separate species, C5H13NO in total at a distorted geometry, with properties calculated with ωB97M-V with the def2-TZVPD basis set.

ORCA input file:
```
! RIJCOSX wB97M-V def2-TZVPD def2/J DEFGRID3
* xyz 0 1
C 1.61 1.21 2.71
C 0.74 1.71 1.55
N -0.53 2.17 1.90
O 1.02 1.42 0.41
H 1.83 0.19 2.40
H 1.11 1.33 3.67
H 2.48 1.85 2.71
H -1.16 2.48 1.17
H -0.57 2.84 2.66
C -0.15 -2.13 -2.67
C -0.49 -0.80 -2.01
C -1.05 -1.09 -0.60
H -0.68 -2.18 -3.63
H -0.61 -2.99 -2.19
H 0.90 -2.36 -2.85
H 0.36 -0.12 -1.97
H -1.23 -0.19 -2.55
H -1.83 -1.84 -0.60
H -0.21 -1.27 0.07
H -1.55 -0.21 -0.16
*
```

## Properties
energy above the lowest of the compared OMol25 structures with the same formula, charge and spin: 0.5941 eV
total energy: -328.2970 Eh
strongest force on any atom: 0.036 hartree/bohr
SMILES string: CC(N)=O.CCC
gap between HOMO and LUMO: 10.7684 eV

[5]
Below is the molecule C5H13NO, with properties calculated with ωB97M-V with the def2-TZVPD basis set.

ORCA input file:
```
! RIJCOSX wB97M-V def2-TZVPD def2/J DEFGRID3
* xyz 0 1
C 1.66 0.78 -0.21
C 0.96 -0.37 0.52
C 1.59 -1.70 0.08
C -0.58 -0.45 0.37
C -1.29 0.72 -0.34
N -2.71 0.49 -0.37
O -1.11 1.91 0.37
H 1.45 0.76 -1.28
H 2.74 0.72 -0.07
H 1.35 1.75 0.20
H 1.17 -0.25 1.59
H 2.67 -1.70 0.27
H 1.16 -2.54 0.64
H 1.43 -1.88 -0.98
H -0.99 -0.54 1.38
H -0.86 -1.38 -0.14
H -0.91 0.84 -1.36
H -2.91 -0.29 -0.99
H -3.14 1.31 -0.82
H -1.69 1.82 1.14
*
```

## Properties
energy above the lowest of the compared OMol25 structures with the same formula, charge and spin: 0.5944 eV
total energy: -328.2970 Eh
strongest force on any atom: 0.017 hartree/bohr
SMILES string: CC(C)C[C@@H](N)O
gap between HOMO and LUMO: 10.6779 eV

[6]
Below is a cluster of 2 separate species, C5H13NO in total at a distorted geometry, with properties calculated with ωB97M-V with the def2-TZVPD basis set.

ORCA input file:
```
! RIJCOSX wB97M-V def2-TZVPD def2/J DEFGRID3
* xyz 0 1
C 1.73 0.45 1.85
C 0.46 0.81 0.96
C -0.78 -0.24 1.05
C -1.62 0.00 -0.11
C -1.29 -0.50 -1.36
N -1.83 0.09 -2.45
H 2.64 0.07 1.35
H 1.46 -0.32 2.63
H 2.09 1.36 2.25
H 0.06 1.86 1.38
H 0.89 0.99 0.04
H -0.48 -1.35 1.14
H -1.34 0.06 1.97
H -2.30 0.86 -0.17
H -0.78 -1.38 -1.25
H -2.17 1.02 -2.25
H -1.83 -0.14 -3.42
O 1.92 -1.47 -1.48
H 1.08 -1.04 -1.68
H 2.08 -1.12 -0.42
*
```

## Properties
energy above the lowest of the compared OMol25 structures with the same formula, charge and spin: 3.0997 eV
total energy: -328.2049 Eh
strongest force on any atom: 0.096 hartree/bohr
SMILES string: CCC/C=C/N.O
gap between HOMO and LUMO: 8.6468 eV

[7]
Below is the molecule C5H13NO at a distorted geometry, with properties calculated with ωB97M-V with the def2-TZVPD basis set.

ORCA input file:
```
! RIJCOSX wB97M-V def2-TZVPD def2/J DEFGRID3
* xyz 0 1
C -0.06 -2.64 0.93
N 0.37 -1.33 0.34
C -0.69 -0.33 0.13
C -1.69 -0.97 -0.86
C -0.16 0.93 -0.48
C 1.00 1.61 0.26
O 1.22 2.84 -0.44
H 0.79 -2.92 1.57
H -1.06 -2.64 1.37
H -0.19 -3.31 0.07
H 1.00 -0.92 1.06
H -1.24 -0.24 1.05
H -2.25 -1.87 -0.32
H -1.28 -1.55 -1.73
H -2.40 -0.17 -1.07
H 0.35 0.63 -1.42
H -0.93 1.71 -0.82
H 0.70 1.86 1.31
H 1.81 0.83 0.36
H 2.03 3.24 -0.10
*
```

## Properties
energy above the lowest of the compared OMol25 structures with the same formula, charge and spin: 1.9163 eV
total energy: -328.2484 Eh
strongest force on any atom: 0.051 hartree/bohr
SMILES string: CN[C@H](C)CCO
gap between HOMO and LUMO: 9.9328 eV

[8]
Below is a cluster of 2 separate species, C5H13NO in total at a distorted geometry, with properties calculated with ωB97M-V with the def2-TZVPD basis set.

ORCA input file:
```
! RIJCOSX wB97M-V def2-TZVPD def2/J DEFGRID3
* xyz 0 1
C 0.59 -2.35 1.21
N 0.45 -1.08 0.53
C 0.42 -1.07 -0.92
C -1.13 -0.91 -1.10
C -1.61 0.17 -0.14
C -0.64 -0.18 1.03
H 1.33 -3.09 1.00
H 0.39 -2.27 2.27
H -0.18 -3.05 0.80
H 0.73 -2.03 -1.46
H 1.00 -0.19 -1.16
H -1.33 -0.64 -2.18
H -1.62 -1.86 -0.94
H -1.50 1.24 -0.18
H -2.63 0.00 0.20
H -1.18 -0.66 1.89
H -0.31 0.78 1.40
O 2.62 5.39 -0.69
H 1.69 5.49 -0.92
H 2.92 6.31 -0.63
*
```

## Properties
energy above the lowest of the compared OMol25 structures with the same formula, charge and spin: 2.4729 eV
total energy: -328.2280 Eh
strongest force on any atom: 0.082 hartree/bohr
SMILES string: CN1CCCC1.O
gap between HOMO and LUMO: 8.6274 eV

Q: Among the records above, which one has the lowest total energy?
A: C5H13N5O5

Please write out number 1 again, unchanged.
Below is the molecule C5H13N5O5 at a distorted geometry, with properties calculated with ωB97M-V with the def2-TZVPD basis set.

ORCA input file:
```
! RIJCOSX wB97M-V def2-TZVPD def2/J DEFGRID3
* xyz 0 3
C -2.49 -1.20 -0.48
C -4.66 1.30 -0.42
C 1.54 -2.39 1.07
C 1.58 0.77 -1.97
C 3.55 0.99 1.52
N -1.36 -1.39 0.35
N -0.46 -0.49 0.16
N -2.75 0.10 -0.54
N 0.57 -0.27 0.80
N 1.63 0.57 0.17
O -3.10 -2.10 -0.98
O -3.71 0.79 -1.30
O 1.26 -1.18 1.67
O 0.98 1.32 -0.79
O 2.20 1.37 1.19
H -5.21 0.42 -0.06
H -5.25 2.20 -1.01
H -4.12 1.73 0.44
H 1.91 -2.32 0.03
H 0.61 -3.14 0.89
H 2.14 -2.85 1.89
H 1.34 1.37 -2.89
H 1.26 -0.28 -2.17
H 2.77 0.83 -1.92
H 3.68 0.13 2.06
H 3.72 1.91 2.03
H 4.28 1.10 0.64
H -1.92 0.71 -0.37
*
```

## Properties
total energy: -847.7515 Eh
strongest force on any atom: 0.121 hartree/bohr
gap between HOMO and LUMO (alpha / beta): 7.2113 / 6.2242 eV